Entry P
DFT (wB97M-V/def2-TZVPD) results for one molecule with the formula C7H12.

ORCA input file:
```
! RIJCOSX wB97M-V def2-TZVPD def2/J DEFGRID3
* xyz 0 1
C 0.006 2.646 0.230
C 0.588 1.240 0.452
C -0.387 0.113 0.218
C -1.702 0.250 0.338
C -0.274 -2.322 0.380
C 0.182 -1.205 -0.180
C 1.218 -1.246 -1.272
H -0.795 2.876 0.923
H -0.387 2.708 -0.786
H 0.790 3.384 0.336
H 1.471 1.137 -0.186
H 0.965 1.203 1.478
H -2.218 1.091 0.765
H -2.290 -0.602 0.017
H -0.953 -2.205 1.212
H 0.057 -3.297 0.075
H 1.054 -0.513 -2.062
H 2.210 -1.014 -0.869
H 1.198 -2.205 -1.772
*
```

Summary:
Structure (SMILES)   C=C(C)C(=C)CC
Frontier orbital gap   9.996 eV



Entry Q
DFT (wB97M-V/def2-TZVPD) results for one molecule with the formula C7H12.

ORCA input file:
```
! RIJCOSX wB97M-V def2-TZVPD def2/J DEFGRID3
* xyz 0 1
C 1.902 1.856 0.025
C 1.665 0.315 0.068
C 0.426 -0.235 0.802
C 0.454 -0.415 2.129
C -2.627 -0.946 -1.464
C -1.188 -0.603 -1.150
C -0.684 -0.806 0.076
H 1.076 2.387 0.489
H 1.930 2.228 -1.004
H 2.876 2.032 0.451
H 1.663 -0.262 -0.855
H 2.485 0.012 0.734
H 1.248 -0.073 2.785
H -0.389 -0.800 2.691
H -3.302 -0.101 -1.328
H -2.805 -1.345 -2.469
H -2.759 -1.804 -0.794
H -0.660 0.009 -1.886
H -1.310 -1.451 0.701
*
```

Summary:
Structure (SMILES)   C=C(/C=C/C)CC
Frontier orbital gap   9.404 eV



Entry R
DFT (wB97M-V/def2-TZVPD) results for C7H12 as an isolated structure.

ORCA input file:
```
! RIJCOSX wB97M-V def2-TZVPD def2/J DEFGRID3
* xyz 0 1
C 2.082 1.314 0.439
C 0.841 0.510 0.236
C 0.736 -1.049 0.156
C -0.738 -0.690 -0.004
C -1.310 -0.329 -1.317
C -2.100 -1.191 -0.260
C -0.511 0.542 0.925
H 2.681 1.121 -0.458
H 2.683 1.110 1.325
H 1.775 2.364 0.428
H 0.483 0.993 -0.840
H 1.285 -1.507 -0.667
H 0.934 -1.639 1.074
H -1.074 -0.926 -2.198
H -0.965 0.779 -1.518
H -2.250 -2.256 -0.483
H -2.871 -0.800 0.400
H -0.644 0.153 1.942
H -1.036 1.502 0.823
*
```

Summary:
Frontier orbital gap   10.630 eV



The data favor entry P; the next most stable structure lies 14.7 kcal/mol above it.



Entry P
DFT (wB97M-V/def2-TZVPD) results for an isolated ion of composition C3H3N2O and charge +1.

ORCA input file:
```
! RIJCOSX wB97M-V def2-TZVPD def2/J DEFGRID3
* xyz 1 1
C -0.304 0.169 -1.454
C -0.413 0.479 0.788
C 0.712 -1.206 0.103
N -0.696 0.904 -0.435
N 0.777 -0.222 0.927
O 0.002 -0.968 -1.034
H -0.219 0.472 -2.368
H -1.040 0.655 1.634
H 1.178 -0.282 1.838
*
```

Summary:
Frontier orbital gap (spin up / spin down)   8.541 / 8.541 eV



Entry Q
DFT (wB97M-V/def2-TZVPD) results for an isolated ion of composition C3H3N2O and charge +1.

ORCA input file:
```
! RIJCOSX wB97M-V def2-TZVPD def2/J DEFGRID3
* xyz 1 1
C 0.795 0.800 1.112
C -0.427 -0.677 -0.040
C 0.054 1.655 0.430
N 0.142 -0.384 0.938
N -1.126 0.821 -0.494
O -2.268 0.797 -0.094
H 1.461 0.689 1.945
H -0.846 -1.557 -0.371
H -1.035 1.130 -1.584
*
```

Summary:
Frontier orbital gap (spin up / spin down)   7.096 / 6.043 eV



Entry R
DFT (wB97M-V/def2-TZVPD) results for an isolated ion of composition C3H3N2O and charge +1.

ORCA input file:
```
! RIJCOSX wB97M-V def2-TZVPD def2/J DEFGRID3
* xyz 1 1
C -0.357 -1.251 0.072
C 1.146 0.380 0.015
C -1.252 -0.008 -0.059
N 0.883 -1.043 -0.103
N 0.122 1.077 -0.018
O -2.336 0.380 -0.108
H -0.678 -2.266 -0.024
H 2.247 0.708 0.163
H 0.224 2.024 0.063
*
```

Summary:
Structure (SMILES)   O=C1C=NC=[NH+]1
Frontier orbital gap   9.709 eV



The data favor entry R; the next most stable structure lies 57.0 kcal/mol above it.



Entry P
DFT (wB97M-V/def2-TZVPD) results for a 3-piece molecular cluster, C4H15N3O overall.

ORCA input file:
```
! RIJCOSX wB97M-V def2-TZVPD def2/J DEFGRID3
* xyz 0 1
C -1.493 0.160 0.568
C -2.873 0.822 0.579
N -0.847 0.167 -0.722
O -1.563 -1.194 0.992
H -2.416 -1.359 1.420
H -0.822 0.693 1.258
H 0.768 -0.880 -0.826
H -1.498 -0.045 -1.469
H -2.795 1.852 0.237
H -3.555 0.275 -0.074
H -3.285 0.831 1.588
C 1.631 -1.561 -0.396
C 2.218 1.270 -1.275
N 1.797 -1.116 0.985
N 1.347 1.990 -0.702
H 0.873 -1.028 1.393
H 1.496 2.085 0.302
H -0.339 1.060 -0.897
H 2.296 -1.816 1.529
H 2.613 -1.618 -0.869
H 1.209 -2.574 -0.476
H 3.108 0.856 -0.802
H 2.131 1.132 -2.346
*
```

Summary:
Structure (SMILES)   C[C@H](N)O.C=N.CN
Frontier orbital gap   9.545 eV



Entry Q
DFT (wB97M-V/def2-TZVPD) results for a 2-piece molecular cluster, C4H15N3O overall.

ORCA input file:
```
! RIJCOSX wB97M-V def2-TZVPD def2/J DEFGRID3
* xyz 0 1
C -0.831 0.855 -1.089
N -1.356 -0.458 -1.512
C -1.817 -1.402 -0.466
N -0.621 -2.220 0.108
C 0.678 0.953 -0.845
N 1.026 0.392 0.405
C 2.449 0.571 0.694
H -1.384 1.238 -0.240
H -0.953 1.502 -1.950
H -0.530 -0.918 -1.885
H -2.343 -0.841 0.360
H -2.508 -2.157 -0.903
H -0.613 -2.721 0.936
H -0.175 -2.756 -0.622
H 1.246 0.892 -1.731
H 0.814 2.067 -0.545
H 0.812 -0.610 0.488
H 3.139 0.336 -0.119
H 2.614 1.687 0.876
H 2.719 0.071 1.649
H -0.977 1.751 2.635
H -0.262 0.752 1.694
O -1.128 1.019 2.063
*
```

Summary:
Structure (SMILES)   CNCCNCN.O
Frontier orbital gap   9.882 eV



Entry R
DFT (wB97M-V/def2-TZVPD) results for a 3-piece molecular cluster, C4H15N3O overall.

ORCA input file:
```
! RIJCOSX wB97M-V def2-TZVPD def2/J DEFGRID3
* xyz 0 1
C -1.270 -1.375 -0.498
C -2.152 -0.543 -1.429
N -1.917 -1.476 0.798
O 0.055 -0.872 -0.462
H 0.138 0.625 -0.364
H -1.200 -2.397 -0.895
H -1.995 -0.562 1.232
H -1.400 -2.086 1.421
H -2.273 0.467 -1.034
H -3.133 -1.003 -1.531
H -1.681 -0.471 -2.408
C 2.839 0.407 0.179
C 0.131 1.899 -0.234
N 1.953 0.713 1.288
N 1.267 -0.286 1.671
H 0.738 -0.076 2.518
H 0.629 -0.826 0.744
H 2.972 1.317 -0.400
H 3.804 0.139 0.621
H -0.212 2.143 -1.241
H -0.689 2.061 0.467
H 0.922 2.595 0.024
H 2.474 -0.393 -0.469
*
```

Summary:
Frontier orbital gap   7.637 eV



The data favor entry Q; the next most stable structure lies 4.4 kcal/mol above it.



Entry P
DFT (wB97M-V/def2-TZVPD) results for an isolated ion of composition C5H8N and charge +1.

ORCA input file:
```
! RIJCOSX wB97M-V def2-TZVPD def2/J DEFGRID3
* xyz 1 1
C 0.332 0.587 1.442
C -1.481 0.139 -0.457
C 0.453 1.107 -0.083
C -0.796 1.031 0.610
C 0.030 -0.060 -1.142
N 0.609 -1.282 -0.671
H 0.656 -0.324 1.987
H 0.718 1.478 1.894
H -2.000 -0.755 -0.309
H -1.935 0.920 -1.204
H 1.204 1.879 -0.383
H 0.164 -1.581 0.298
H 1.630 -1.072 -0.640
H 0.417 -2.066 -1.342
*
```

Summary:
Frontier orbital gap (spin up / spin down)   6.761 / 9.380 eV



Entry Q
DFT (wB97M-V/def2-TZVPD) results for an isolated ion of composition C5H8N and charge +1.

ORCA input file:
```
! RIJCOSX wB97M-V def2-TZVPD def2/J DEFGRID3
* xyz 1 1
C 0.005 -1.217 -0.205
C 0.723 -0.129 0.144
C -1.349 -0.618 0.277
C -0.698 0.687 0.584
C 2.153 0.255 -0.028
N -1.632 0.562 -0.515
H 0.245 -2.176 -0.370
H -2.055 -1.233 0.813
H -1.129 1.424 1.359
H 2.617 0.734 0.919
H 2.384 0.724 -0.971
H 2.720 -0.656 -0.105
H -1.513 0.557 -1.623
H -2.472 1.086 -0.280
*
```

Summary:
Structure (SMILES)   CC1=C[C@@H]2[NH2+][C@H]12
Frontier orbital gap   10.879 eV



The data favor entry Q; the next most stable structure lies 78.5 kcal/mol above it.



Entry P
DFT (wB97M-V/def2-TZVPD) results for a 2-piece molecular cluster, C5H8N overall.

ORCA input file:
```
! RIJCOSX wB97M-V def2-TZVPD def2/J DEFGRID3
* xyz 1 1
C -2.610 0.158 0.202
C -1.963 0.872 1.013
C -3.221 -0.506 -0.746
C 0.501 0.120 0.275
C 2.888 -0.232 -0.137
N 1.681 0.529 -0.001
H -3.581 -0.115 -1.718
H -3.634 -1.480 -0.551
H 0.269 -1.008 -0.022
H -1.794 1.516 1.869
H 3.293 -0.345 0.796
H 2.586 -1.325 -0.491
H 3.686 0.316 -0.668
H 1.899 1.500 0.178
*
```

Summary:
Frontier orbital gap (spin up / spin down)   6.825 / 7.923 eV



Entry Q
DFT (wB97M-V/def2-TZVPD) results for an isolated ion of composition C5H8N and charge +1.

ORCA input file:
```
! RIJCOSX wB97M-V def2-TZVPD def2/J DEFGRID3
* xyz 1 1
C -1.853 -0.479 0.373
C -0.746 -1.016 -0.144
C -1.352 0.937 0.035
C -0.105 0.292 -0.491
C 1.063 0.198 0.439
N 2.285 -0.067 0.043
H -2.828 -0.847 0.697
H -1.876 1.350 -0.857
H -1.109 1.721 0.768
H 0.155 0.144 -1.450
H 0.986 0.022 1.477
H 2.543 -0.018 -0.902
H -0.335 -1.962 -0.570
H 3.172 -0.273 0.582
*
```

Summary:
Structure (SMILES)   [NH2+]=C[C@H]1C=CC1
Frontier orbital gap   9.616 eV



Entry R
DFT (wB97M-V/def2-TZVPD) results for an isolated ion of composition C5H8N and charge +1.

ORCA input file:
```
! RIJCOSX wB97M-V def2-TZVPD def2/J DEFGRID3
* xyz 1 1
C 1.632 -0.100 1.048
C 1.006 -0.871 0.209
C -0.482 1.393 0.511
C 0.827 -2.007 -0.636
C -1.675 1.337 -0.340
N 0.381 0.402 0.503
H 2.240 0.149 1.795
H -0.363 2.351 0.931
H 1.884 -2.368 -0.748
H 0.421 -1.790 -1.693
H 0.133 -2.635 -0.025
H -1.786 0.316 -0.737
H -2.597 1.611 0.132
H -1.621 2.213 -0.949
*
```

Summary:
Structure (SMILES)   C/C=[N+]1C=C/1C
Frontier orbital gap   10.490 eV



Entry S
DFT (wB97M-V/def2-TZVPD) results for C5H8N as an isolated structure.

ORCA input file:
```
! RIJCOSX wB97M-V def2-TZVPD def2/J DEFGRID3
* xyz 1 1
C -1.774 0.023 0.793
C -1.513 -0.283 -0.538
C 0.299 1.525 0.237
C -0.277 0.390 1.166
C -0.152 0.242 -0.308
N 1.633 -1.316 -0.927
H -2.742 0.097 1.183
H -1.875 -0.251 -1.547
H -0.325 2.389 0.112
H 1.261 1.752 0.551
H 0.242 0.102 2.027
H 1.168 -1.848 -1.728
H 1.414 -1.715 -0.003
H 2.640 -1.107 -1.018
*
```

Summary:
Frontier orbital gap   8.656 eV



The data favor entry Q; the next most stable structure lies 29.1 kcal/mol above it.



Entry P
DFT (wB97M-V/def2-TZVPD) results for an isolated ion of composition C5H8N and charge +1.

ORCA input file:
```
! RIJCOSX wB97M-V def2-TZVPD def2/J DEFGRID3
* xyz 1 1
C -0.928 -0.550 -1.395
C 1.592 -0.644 -0.052
C -0.662 -1.232 -0.086
C 0.479 -0.825 -0.940
C -0.164 1.011 0.939
N 0.197 -0.332 0.654
H -1.223 -1.214 -2.123
H -1.009 0.531 -1.315
H 2.150 -1.532 0.392
H 2.327 0.095 -0.489
H -1.073 -2.082 0.405
H 0.679 1.825 1.213
H -0.868 1.474 0.168
H -0.625 1.119 1.876
*
```

Summary:
Structure (SMILES)   C[N@+]12C[C@]13C[C@@H]32
Frontier orbital gap   10.928 eV



Entry Q
DFT (wB97M-V/def2-TZVPD) results for an isolated ion of composition C5H8N and charge +1.

ORCA input file:
```
! RIJCOSX wB97M-V def2-TZVPD def2/J DEFGRID3
* xyz 1 1
C 3.045 -0.042 -0.182
C 1.798 0.115 0.245
C -0.614 0.146 0.073
C -1.077 -1.225 -0.127
C -1.660 1.291 0.092
N 0.589 0.360 0.384
H 3.496 -1.032 -0.433
H 3.828 0.730 -0.308
H -2.165 -1.168 0.081
H -0.595 -1.773 0.769
H -0.929 -1.917 -0.969
H -2.304 1.016 0.963
H -2.317 1.239 -0.715
H -1.095 2.260 0.127
*
```

Summary:
Structure (SMILES)   C=C=[N+]=C(C)C
Frontier orbital gap   9.592 eV



Entry R
DFT (wB97M-V/def2-TZVPD) results for an isolated ion of composition C5H8N and charge +1.

ORCA input file:
```
! RIJCOSX wB97M-V def2-TZVPD def2/J DEFGRID3
* xyz 1 1
C 0.574 -0.667 1.273
C 1.834 -0.506 0.595
C 0.418 0.057 -0.409
C 0.225 1.467 -0.708
C -1.764 -0.984 0.069
N -0.335 -0.700 0.345
H 2.464 0.255 1.040
H 2.218 -1.374 0.248
H 1.177 1.998 -0.850
H -0.300 2.009 0.079
H -0.349 1.592 -1.605
H -2.327 -0.033 -0.232
H -2.295 -1.398 0.899
H -1.539 -1.715 -0.743
*
```

Summary:
Structure (SMILES)   C[N+]1=C2C[C@]21C
Frontier orbital gap (spin up / spin down)   8.975 / 8.977 eV



The data favor entry Q; the next most stable structure lies 65.4 kcal/mol above it.